Entry 1:
Entry from OMol25: a structure of composition C42H67GeN4O4P2RbS in a non-equilibrium geometry (ωB97M-V with the def2-TZVPD basis set).

```
122
Properties=species:S:1:pos:R:3:forces:R:3
Rb -0.82921 0.06428 1.23178 0.6 0.4 -0.2
O -4.43997 -1.84531 -0.10315 -0.2 -0.1 -0.2
C -3.81553 -0.91411 0.65726 -0.2 0.2 0.2
O -2.96265 -1.25655 1.47090 -0.6 -0.5 0.1
C -4.26211 0.44483 0.42942 -0.3 -0.8 -0.3
C -5.42100 0.76403 -0.36501 -0.1 0.5 -0.1
C -5.75796 2.09314 -0.48266 -0.1 -0.7 -0.2
C -5.00647 3.08179 0.14277 0.5 0.5 0.3
C -3.85142 2.66350 0.89817 -0.7 -1.0 -0.5
N -3.53177 1.38449 1.02093 0.2 0.9 0.3
C -2.94292 3.56776 1.59370 0.7 0.6 0.5
O -3.19956 4.91020 1.45749 0.0 -0.2 -0.2
O -2.01051 3.23644 2.28668 -0.2 0.1 -0.1
H -4.00181 -2.68903 0.08597 0.0 0.0 0.1
H -5.99592 -0.01727 -0.83755 0.0 0.0 0.0
H -6.62217 2.37376 -1.07583 0.0 0.0 0.0
H -5.31895 4.11624 0.07587 0.0 0.0 0.0
H -3.81113 5.02211 0.72013 -0.1 0.0 0.0
C 2.85290 0.89084 3.19825 0.0 0.0 -0.1
C 3.41887 0.21175 1.94371 -0.1 0.3 0.1
C 4.93760 0.39806 1.84619 -0.1 0.0 0.0
P 2.33502 0.61071 0.45296 0.9 -0.4 -0.1
C 3.28205 -0.44465 -0.81041 -0.2 0.0 -0.1
C 3.56168 -1.84117 -0.24308 0.0 0.1 0.1
C 2.49212 -0.64594 -2.10849 0.0 0.1 0.1
C 2.68167 2.36378 0.06359 -0.3 0.1 0.0
C 3.45090 3.23251 0.83438 0.0 0.0 -0.1
C 3.49334 4.60396 0.61964 0.1 0.2 0.1
C 4.35187 5.51104 1.46949 -0.2 -0.1 0.0
C 2.67558 5.13421 -0.38017 0.1 -0.1 0.0
C 1.88517 4.32205 -1.15720 0.0 -0.1 0.0
C 1.86456 2.90682 -0.98550 -0.1 0.1 -0.1
N 1.07814 2.08597 -1.68858 0.0 -0.3 0.0
C 0.56839 2.39918 -2.92350 0.1 0.1 0.0
C 1.38450 2.82782 -4.00816 0.0 0.0 0.1
C 2.87489 2.97267 -3.84388 -0.1 0.0 0.0
C 0.81523 3.10386 -5.24633 -0.1 0.0 0.0
C -0.53821 2.92729 -5.49732 0.0 0.1 -0.1
C -1.15485 3.27660 -6.82978 0.1 -0.1 0.1
C -1.31961 2.42612 -4.46084 0.0 -0.1 0.0
C -0.80085 2.15538 -3.20514 0.0 0.0 0.1
C -1.70355 1.62197 -2.12821 -0.1 0.0 0.0
H 3.49558 0.69424 4.06314 0.0 0.0 0.0
H 1.85571 0.50654 3.41803 0.0 0.0 0.0
H 2.76879 1.97091 3.07244 0.0 0.0 0.1
H 3.23950 -0.86054 2.06847 -0.1 0.0 0.0
H 5.23304 1.44305 1.91270 0.0 0.0 0.0
H 5.33707 0.00320 0.91142 0.0 0.0 0.0
H 5.41999 -0.13432 2.67319 0.0 0.0 0.0
H 4.22027 0.07250 -1.04045 0.0 0.0 0.0
H 2.64318 -2.27362 0.16596 0.0 -0.1 0.0
H 4.32167 -1.85028 0.53864 0.0 0.0 0.0
H 3.90613 -2.49584 -1.04864 0.0 0.0 0.0
H 1.55943 -1.17570 -1.89449 0.0 0.0 0.0
H 3.07716 -1.24784 -2.81477 0.0 0.0 0.1
H 2.22660 0.29638 -2.56893 -0.1 0.1 -0.1
H 4.04644 2.85489 1.65337 0.0 0.0 -0.1
H 5.16572 4.95674 1.94113 0.0 0.0 0.0
H 3.77020 5.98895 2.26585 0.1 0.0 0.0
H 4.78703 6.30829 0.86156 0.1 0.0 0.1
H 2.65311 6.21133 -0.52774 0.0 0.0 -0.1
H 1.22093 4.74733 -1.90138 0.0 0.0 0.0
H 3.28274 2.14162 -3.26569 0.0 0.0 0.1
H 3.13440 3.88599 -3.30335 0.1 0.0 0.0
H 3.36811 2.99473 -4.81862 0.0 0.0 0.0
H 1.45915 3.46330 -6.04681 0.0 0.0 0.0
H -0.43845 3.79823 -7.46714 0.0 0.0 0.0
H -2.02204 3.92747 -6.69390 0.0 0.0 -0.1
H -1.49521 2.38428 -7.36420 0.0 0.0 0.0
H -2.37726 2.23959 -4.63363 0.0 0.0 0.0
H -2.29849 0.78346 -2.49588 0.0 0.0 0.0
H -2.39397 2.39078 -1.76894 0.0 0.0 0.1
H -1.09975 1.28701 -1.29040 0.0 0.0 0.0
C 1.66167 -1.61597 6.06069 0.0 0.0 0.0
C 0.40488 -0.74416 6.03546 0.1 0.0 -0.3
P -0.52534 -0.81434 4.41774 -0.2 -0.2 0.8
C -1.55776 -2.32724 4.69549 0.2 -0.1 -0.2
C -0.84379 -3.64398 4.39365 0.0 0.0 0.0
C -1.84204 0.42434 4.83022 0.1 0.1 -0.1
C -1.33485 1.85778 4.97845 0.0 -0.1 0.0
H 2.29978 -1.36356 6.91187 0.0 0.0 0.0
H 2.24083 -1.47628 5.14625 0.0 0.0 0.0
H 1.41333 -2.67405 6.13272 0.0 0.0 0.0
H 0.70090 0.29963 6.16778 0.0 0.0 0.0
H -0.27118 -1.00698 6.85563 0.0 0.0 0.0
H -2.40130 -2.21981 4.00632 0.0 0.0 0.0
H -1.93752 -2.30844 5.72371 -0.1 0.1 0.0
H -0.47307 -3.63993 3.36315 0.0 0.0 0.0
H -1.53800 -4.48355 4.49284 0.0 0.0 0.0
H -0.00803 -3.82172 5.07434 0.0 0.0 0.0
H -2.35210 0.10877 5.74712 -0.1 -0.1 -0.1
H -2.55956 0.38109 4.00414 -0.1 0.0 0.1
H -0.65767 1.95838 5.82989 0.0 0.0 0.0
H -2.17235 2.53966 5.13248 0.0 0.0 0.0
H -0.82268 2.19320 4.07847 0.0 0.0 0.0
S -2.30103 -1.95967 -3.68386 -0.3 0.2 0.2
C -0.91089 -2.41097 -4.42642 0.2 0.0 -0.1
N -0.15486 -3.49762 -4.12946 0.0 0.0 -0.1
C 0.86773 -3.74018 -5.12607 0.1 0.0 0.0
C 0.98500 -2.35685 -5.77946 0.1 0.1 0.0
N -0.31553 -1.76522 -5.48523 0.2 -0.1 0.1
H -0.52918 -4.21618 -3.53223 -0.1 0.1 0.1
H 0.55645 -4.50071 -5.85253 0.0 0.0 0.0
H 1.80412 -4.06059 -4.66910 0.0 0.0 0.0
H 1.14634 -2.41943 -6.85599 0.1 0.0 0.0
H 1.80541 -1.78749 -5.33171 -0.1 0.0 0.0
H -0.40551 -0.76055 -5.49197 -0.2 0.0 0.0
C -1.13664 -6.72468 1.12129 0.0 0.2 -0.1
Ge -1.69389 -4.86042 0.57596 -0.2 -0.7 0.2
C -2.36790 -5.25364 -1.29591 0.1 0.2 0.2
C -3.37165 -4.73586 1.69295 0.1 0.2 -0.2
C -0.38309 -3.52126 0.98116 0.0 0.1 -0.2
H -1.96942 -7.41565 0.95597 0.0 0.0 0.0
H -0.87081 -6.75651 2.18082 0.0 0.1 0.0
H -0.27736 -7.08520 0.54952 0.0 0.1 0.0
H -3.29523 -5.83331 -1.28375 0.0 0.0 0.1
H -1.61210 -5.83951 -1.83010 0.0 0.0 0.0
H -2.54336 -4.33276 -1.85628 0.0 0.0 0.0
H -4.23288 -5.14681 1.15721 0.0 0.0 0.0
H -3.58891 -3.70398 1.97432 0.0 0.0 0.0
H -3.24350 -5.30683 2.61515 0.1 0.0 0.0
H -0.15860 -2.99476 0.02787 0.0 0.0 0.0
```
Positions in Å, forces in eV/Å.

Its HOMO-LUMO gap (alpha / beta) is 5.1 / 4.0 eV. The HOMO energy (alpha / beta) is -1.39 / -0.36 eV. Its energy relative to the best compared isomer or geometry (same formula, charge and spin) is 2.149 eV. As for the charge: -2.

---

Entry 2:
Entry from OMol25: a cluster of 2 separate species, C2F2O2 in total in a non-equilibrium geometry (ωB97M-V with the def2-TZVPD basis set).

```
6
Properties=species:S:1:pos:R:3:forces:R:3
C -0.07146 -0.55526 0.41275 6.0 -18.8 -0.2
C -0.08620 1.64942 0.15576 3.7 10.9 -1.1
O -0.38303 0.49987 0.16097 -7.4 4.2 -2.6
O 0.90520 -1.18641 0.27155 1.4 2.1 1.5
F -0.98585 -2.18445 0.32941 -1.3 3.3 0.5
F 0.93288 1.91650 -0.82150 -2.3 -1.6 1.9
```
Positions in Å, forces in eV/Å.

Its HOMO-LUMO gap is 9.6 eV. The HOMO energy is -11.64 eV. Its energy relative to the best compared isomer or geometry (same formula, charge and spin) is 8.326 eV.